Entry from the Open Molecules 2025 dataset: C47H52N3P2PdSi2 as an isolated structure (the ωB97M-V functional and the def2-TZVPD basis).

ORCA input file:
```
! RIJCOSX wB97M-V def2-TZVPD def2/J DEFGRID3
* xyz 1 3
Pd -9.68 -2.79 18.05
C -8.09 -2.33 22.11
C -6.76 -1.91 21.88
C -6.22 -1.89 20.56
C -7.04 -2.27 19.48
N -8.31 -2.64 19.74
C -8.83 -2.64 20.99
C -6.58 -2.54 18.05
C -5.23 -2.65 17.74
C -4.91 -2.75 16.42
C -5.98 -2.80 15.52
C -7.25 -2.61 15.90
N -7.55 -2.41 17.17
C -8.43 -2.80 14.88
C -8.32 -2.92 13.52
C -9.47 -2.95 12.73
C -10.69 -2.89 13.33
C -10.75 -2.81 14.73
N -9.64 -2.72 15.48
H -8.51 -2.46 23.08
H -6.00 -1.85 22.65
H -5.25 -1.52 20.36
H -9.84 -2.91 21.12
H -4.39 -2.80 18.52
H -3.90 -3.02 16.11
H -5.98 -2.98 14.44
H -7.32 -2.93 13.04
H -9.37 -3.06 11.67
H -11.61 -3.10 12.91
H -11.66 -2.92 15.24
C -9.39 -5.91 19.55
P -10.15 -5.20 18.03
C -11.83 -5.84 17.96
C -12.68 -5.23 17.04
C -13.86 -5.89 16.73
C -14.27 -6.99 17.46
C -13.53 -7.46 18.59
C -12.29 -6.87 18.77
C -9.36 -5.88 16.52
C -7.98 -5.77 16.37
C -7.34 -6.28 15.26
C -8.07 -6.85 14.26
C -9.44 -7.03 14.42
C -10.08 -6.57 15.51
P -8.35 -7.40 19.18
C -9.47 -8.85 19.34
C -9.88 -9.50 18.16
C -10.60 -10.69 18.27
C -11.02 -11.25 19.46
C -10.83 -10.47 20.53
C -10.03 -9.38 20.48
C -7.67 -7.55 20.91
C -8.13 -6.94 22.07
C -7.52 -7.28 23.30
C -6.54 -8.24 23.39
C -6.08 -8.90 22.23
C -6.59 -8.45 21.01
H -10.23 -6.10 20.24
H -8.76 -5.10 19.97
H -12.43 -4.31 16.62
H -14.42 -5.50 15.90
H -15.10 -7.57 17.11
H -13.76 -8.31 19.29
H -11.57 -7.25 19.40
H -7.34 -5.29 17.12
H -6.27 -6.17 15.22
H -7.57 -7.27 13.36
H -10.00 -7.68 13.73
H -11.14 -6.76 15.65
H -9.54 -9.07 17.22
H -10.99 -11.21 17.37
H -11.68 -12.13 19.40
H -11.44 -10.70 21.42
H -9.83 -8.93 21.49
H -8.75 -6.09 21.99
H -7.69 -6.67 24.17
H -6.06 -8.43 24.35
H -5.18 -9.59 22.29
H -6.21 -8.95 20.11
C -11.17 0.26 16.63
Si -11.45 -0.17 18.44
C -10.42 0.68 19.69
C -13.08 0.84 18.75
C -11.68 -1.96 18.66
Si -12.68 -2.37 20.28
C -12.33 -1.15 21.72
C -12.59 -4.18 20.85
C -14.52 -2.13 19.96
H -11.21 1.36 16.48
H -11.92 -0.28 16.01
H -10.13 -0.07 16.25
H -9.50 0.12 19.80
H -10.73 0.74 20.77
H -10.20 1.77 19.47
H -12.94 1.92 18.54
H -13.48 0.76 19.75
H -13.89 0.55 18.09
H -12.34 -2.35 17.87
H -11.35 -1.37 22.10
H -13.13 -1.40 22.49
H -12.34 -0.10 21.43
H -11.61 -4.59 20.68
H -13.29 -4.72 20.19
H -12.91 -4.10 21.93
H -14.72 -1.27 19.34
H -15.12 -2.13 20.87
H -14.85 -3.07 19.50
*
```

Results
⟨S²⟩ = 2.0086
total energy = -91859.58485 eV
relative energy (zero: lowest compared OMol25 entry of this formula, charge and spin) = 143.6 kJ/mol



Entry from the Open Molecules 2025 dataset: C47H53BClN10O3Ti as an isolated structure (the ωB97M-V functional and the def2-TZVPD basis).

ORCA input file:
```
! RIJCOSX wB97M-V def2-TZVPD def2/J DEFGRID3
* xyz -1 3
Ti 0.16 -0.05 -0.12
C 2.82 3.88 1.96
C 2.02 2.62 2.09
C 1.22 2.24 3.12
C 0.64 0.98 2.77
N 1.13 0.62 1.52
N 1.99 1.67 1.12
B 2.83 1.57 -0.16
N 1.93 1.61 -1.47
N 1.19 0.53 -1.87
C 0.64 0.87 -3.03
C 1.02 2.15 -3.40
C 1.84 2.59 -2.37
C 2.53 3.91 -2.21
C -0.24 -0.05 -3.79
C 0.07 -1.39 -3.92
C -0.74 -2.22 -4.70
C -1.86 -1.70 -5.33
C -2.18 -0.36 -5.19
C -1.37 0.47 -4.42
N 3.68 0.26 -0.21
N 3.26 -0.92 0.26
C 4.29 -1.74 0.17
C 5.41 -1.09 -0.40
C 4.98 0.20 -0.62
C 5.72 1.36 -1.19
C 4.16 -3.10 0.72
C 4.86 -4.18 0.19
C 4.73 -5.45 0.75
C 3.90 -5.65 1.85
C 3.21 -4.57 2.39
C 3.34 -3.31 1.83
C -0.27 0.18 3.48
C -0.99 0.68 4.62
C -1.88 -0.10 5.30
C -2.14 -1.43 4.93
C -1.44 -1.94 3.83
C -0.55 -1.17 3.12
H 2.55 4.56 2.76
H 2.64 4.38 1.01
H 3.90 3.68 2.02
H 1.06 2.80 4.04
H 3.60 2.50 -0.19
H 0.73 2.69 -4.29
H 2.22 4.57 -3.02
H 3.61 3.80 -2.24
H 2.26 4.38 -1.27
H 0.95 -1.78 -3.44
H -0.48 -3.26 -4.81
H -2.49 -2.35 -5.93
H -3.06 0.05 -5.66
H -1.63 1.51 -4.26
H 6.40 -1.49 -0.58
H 6.70 1.03 -1.55
H 5.89 2.15 -0.44
H 5.19 1.82 -2.02
H 5.49 -4.03 -0.68
H 5.27 -6.29 0.32
H 3.79 -6.64 2.28
H 2.56 -4.71 3.25
H 2.81 -2.46 2.25
H -0.83 1.71 4.93
H -2.41 0.33 6.15
H -2.85 -2.04 5.47
H -1.61 -2.97 3.52
H -0.02 -1.61 2.27
C -3.78 1.09 0.87
N -5.24 0.92 0.69
C -5.65 -0.28 1.42
N -4.94 -1.49 0.98
C -3.49 -1.24 1.17
N -3.03 -0.07 0.42
C -3.33 -0.28 -1.01
N -4.76 -0.50 -1.25
C -5.48 0.68 -0.74
C -5.18 -1.66 -0.45
H -3.58 1.25 1.93
H -3.46 1.97 0.31
H -6.72 -0.43 1.28
H -5.45 -0.13 2.48
H -2.93 -2.11 0.85
H -3.30 -1.08 2.23
H -2.76 -1.14 -1.36
H -3.01 0.60 -1.56
H -6.55 0.54 -0.90
H -5.14 1.55 -1.31
H -4.64 -2.54 -0.80
H -6.25 -1.83 -0.61
Cl 0.01 7.93 1.65
C -0.37 6.39 0.92
C -0.53 5.28 1.73
C -0.81 4.05 1.14
C -0.96 3.96 -0.23
C -0.83 5.08 -1.02
C -0.52 6.31 -0.45
C -1.28 2.62 -0.89
O -1.93 2.60 -1.91
O -0.78 1.60 -0.27
H -0.41 5.37 2.80
H -0.90 3.16 1.75
H -0.97 4.99 -2.09
H -0.39 7.20 -1.06
C 1.11 -3.60 -1.23
C -0.21 -3.21 -0.53
C -1.40 -3.60 -1.39
C -0.32 -3.91 0.81
O -0.23 -1.81 -0.29
H 0.93 -4.14 -2.17
H 1.73 -4.23 -0.59
H 1.70 -2.71 -1.45
H -1.34 -4.66 -1.64
H -1.42 -3.02 -2.32
H -2.33 -3.42 -0.85
H -0.32 -5.00 0.66
H -1.24 -3.63 1.33
H 0.53 -3.66 1.45
*
```

Results
⟨S²⟩ = 2.0266
total energy = -106964.60399 eV
relative energy (zero: lowest compared OMol25 entry of this formula, charge and spin) = 155.1 kJ/mol



Entry from the Open Molecules 2025 dataset: C47H54BCdN11O9SSi as an isolated structure (the ωB97M-V functional and the def2-TZVPD basis).

ORCA input file:
```
! RIJCOSX wB97M-V def2-TZVPD def2/J DEFGRID3
* xyz -2 1
Cd 0.27 -0.35 0.95
C -3.16 0.16 2.29
C -2.75 -1.23 1.95
C -3.50 -2.41 2.02
C -2.62 -3.42 1.67
C -2.87 -4.89 1.56
N -1.43 -2.86 1.41
N -1.52 -1.52 1.57
B -0.08 -3.56 1.05
N 1.01 -3.15 2.08
N 1.64 -1.94 2.03
C 2.48 -1.89 3.05
C 3.28 -0.66 3.32
C 2.41 -3.09 3.78
C 1.46 -3.85 3.13
C 0.95 -5.21 3.48
N 0.36 -3.19 -0.38
N 0.67 -1.92 -0.72
C 0.93 -1.91 -2.02
C 1.27 -0.65 -2.74
C 0.80 -3.21 -2.54
C 0.43 -3.99 -1.46
C 0.11 -5.45 -1.44
H -3.19 0.29 3.37
H -2.45 0.89 1.90
H -4.15 0.39 1.89
H -4.53 -2.52 2.30
H -3.92 -5.09 1.81
H -2.69 -5.25 0.55
H -2.24 -5.46 2.24
H -0.25 -4.74 1.11
H 3.01 0.13 2.63
H 3.09 -0.30 4.33
H 4.35 -0.86 3.21
H 2.96 -3.34 4.67
H 1.44 -5.56 4.39
H -0.12 -5.20 3.65
H 1.15 -5.93 2.68
H 1.05 0.21 -2.11
H 2.33 -0.62 -3.00
H 0.69 -0.58 -3.67
H 0.93 -3.52 -3.56
H 0.33 -5.88 -2.41
H 0.69 -5.97 -0.68
H -0.95 -5.61 -1.23
C -1.80 4.01 0.37
C -1.34 3.58 1.71
N -0.94 2.37 2.03
C -0.58 2.44 3.36
C -0.77 3.71 3.85
N -1.25 4.41 2.79
C -0.59 4.39 5.18
O -0.09 3.67 6.09
O -0.92 5.58 5.22
C -0.01 1.25 4.03
O 0.24 1.33 5.31
O 0.22 0.25 3.37
H -0.97 4.01 -0.33
H -2.22 5.02 0.41
H -2.56 3.33 -0.01
H -1.50 5.39 2.87
H -0.01 2.26 5.71
O 1.30 1.28 0.10
Si 2.71 1.95 -0.13
C 3.49 2.61 1.46
C 2.66 3.17 2.43
C 3.17 3.66 3.63
C 4.54 3.59 3.87
C 5.38 3.04 2.91
C 4.86 2.55 1.72
C 3.98 0.76 -0.88
C 4.82 1.10 -1.95
C 5.72 0.19 -2.47
C 5.81 -1.09 -1.93
C 4.98 -1.45 -0.88
C 4.08 -0.53 -0.36
C 2.57 3.41 -1.32
C 1.52 3.44 -2.25
C 1.39 4.48 -3.16
C 2.31 5.52 -3.16
C 3.35 5.52 -2.24
C 3.47 4.47 -1.34
H 1.59 3.21 2.25
H 2.50 4.07 4.37
H 4.94 3.96 4.80
H 6.45 2.98 3.10
H 5.53 2.10 0.99
H 4.75 2.09 -2.39
H 6.36 0.47 -3.30
H 6.51 -1.81 -2.34
H 5.03 -2.45 -0.46
H 3.42 -0.84 0.44
H 0.80 2.63 -2.24
H 0.57 4.49 -3.86
H 2.20 6.34 -3.86
H 4.06 6.33 -2.23
H 4.29 4.49 -0.61
C -2.69 -2.01 -5.00
N -2.20 -1.52 -3.73
C -2.63 -1.91 -2.50
N -3.60 -2.89 -2.49
O -2.14 -1.44 -1.48
H -2.01 -1.67 -5.78
H -3.70 -1.66 -5.24
H -2.70 -3.10 -5.00
H -1.62 -0.69 -3.71
H -4.34 -2.83 -3.20
H -3.96 -3.02 -1.56
N -2.81 1.78 -1.14
C -3.81 1.20 -1.93
C -3.92 1.48 -3.29
C -4.84 0.80 -4.08
C -5.69 -0.13 -3.51
C -5.66 -0.33 -2.14
C -4.73 0.33 -1.35
S -6.63 -1.26 -4.52
O -5.92 -2.53 -4.31
O -7.98 -1.28 -3.98
O -6.52 -0.77 -5.88
H -1.98 2.03 -1.66
H -2.53 1.14 -0.40
H -3.23 2.19 -3.74
H -4.88 0.96 -5.15
H -6.34 -1.05 -1.70
H -4.66 0.11 -0.30
*
```

Results
total energy = -108401.78145 eV



Entry from the Open Molecules 2025 dataset: C47H54N6OP2RbS as an isolated structure (the ωB97M-V functional and the def2-TZVPD basis).

ORCA input file:
```
! RIJCOSX wB97M-V def2-TZVPD def2/J DEFGRID3
* xyz -1 1
Rb 2.70 0.47 -0.11
C 2.28 -5.28 -0.53
C 2.47 -4.31 -1.72
C 3.95 -4.06 -2.01
P 1.58 -2.61 -1.40
C 0.98 -2.36 -3.20
C 2.09 -2.40 -4.30
C 0.34 -0.98 -3.24
C 0.09 -2.97 -0.50
C -1.13 -2.97 -1.18
C -2.38 -3.03 -0.60
C -3.68 -3.12 -1.40
C -2.36 -2.93 0.78
C -1.21 -2.92 1.52
C 0.05 -2.86 0.88
N 1.23 -2.70 1.58
C 1.29 -3.03 2.88
C 0.65 -4.17 3.38
C 0.76 -4.59 4.74
C 1.57 -3.88 5.62
C 1.73 -4.35 7.05
C 2.17 -2.73 5.14
C 2.05 -2.33 3.81
P 2.73 -0.73 3.27
C 4.33 -1.11 2.47
C 5.27 -2.19 3.05
C 5.09 0.14 2.14
C 3.08 0.15 4.90
C 4.30 -0.25 5.74
C 2.96 1.71 4.76
H 2.71 -6.29 -0.65
H 1.21 -5.42 -0.27
H 2.84 -4.90 0.32
H 2.13 -4.75 -2.67
H 4.53 -3.54 -1.18
H 4.17 -3.41 -2.90
H 4.42 -4.97 -2.32
H 0.27 -3.12 -3.40
H 2.84 -1.64 -4.18
H 1.54 -2.19 -5.21
H 2.58 -3.36 -4.39
H 1.05 -0.20 -2.93
H -0.48 -0.90 -2.49
H -0.02 -0.68 -4.23
H -1.15 -2.98 -2.26
H -4.49 -3.58 -0.83
H -3.47 -3.68 -2.34
H -4.00 -2.13 -1.74
H -3.37 -2.97 1.16
H -1.25 -2.86 2.58
H 0.09 -4.77 2.72
H 0.13 -5.43 5.11
H 0.94 -4.14 7.75
H 2.62 -3.91 7.46
H 1.96 -5.44 7.04
H 2.81 -2.17 5.88
H 3.97 -1.63 1.55
H 5.90 -1.79 3.87
H 6.06 -2.42 2.28
H 4.74 -3.08 3.31
H 5.66 0.48 3.05
H 4.49 0.99 1.93
H 5.77 0.01 1.33
H 2.13 -0.18 5.43
H 5.25 0.14 5.45
H 4.28 -1.34 5.77
H 4.19 0.10 6.77
H 3.92 2.17 4.31
H 2.90 2.08 5.75
H 2.12 2.07 4.11
C -9.77 7.24 -4.35
O -8.42 7.34 -4.78
C -7.50 6.54 -4.26
C -6.28 6.44 -4.97
C -5.24 5.67 -4.47
C -5.36 4.93 -3.30
C -6.60 5.09 -2.62
C -7.65 5.86 -3.09
C -4.15 4.23 -2.84
N -2.90 4.48 -3.28
C -2.11 3.62 -2.56
C -2.86 2.89 -1.66
N -4.17 3.30 -1.82
C -2.29 1.92 -0.74
C -3.06 1.12 0.15
C -2.34 0.30 1.03
C -0.91 0.32 0.99
N -0.23 1.05 0.17
C -0.88 1.85 -0.70
C -0.05 2.67 -1.63
N 1.28 2.58 -1.47
C 1.99 3.32 -2.26
C 1.49 4.22 -3.18
C 0.16 4.33 -3.31
C -0.68 3.58 -2.49
H -10.33 7.59 -5.20
H -10.04 7.74 -3.41
H -10.06 6.18 -4.23
H -6.20 6.92 -5.93
H -4.33 5.53 -5.04
H -6.67 4.65 -1.63
H -8.58 5.86 -2.55
H -5.03 2.93 -1.40
H -4.14 0.98 0.22
H -2.79 -0.24 1.84
H -0.36 -0.20 1.79
H 3.05 3.35 -2.08
H 2.22 4.78 -3.86
H -0.34 4.99 -4.01
S 4.62 3.76 0.55
C 5.13 2.63 -0.61
N 5.35 1.83 -1.43
*
```

Results
total energy = -90674.55531 eV
relative energy (zero: lowest compared OMol25 entry of this formula, charge and spin) = 145.6 kJ/mol